{
  "formula": "C41H80N2O15",
  "method": "ωB97M-V/def2-TZVPD",
  "spin_multiplicity": 1,
  "e_lumo_ha": 0.01357,
  "homo_lumo_gap_ha": 0.331,
  "e_tot_ev": -77496.9145,
  "species": ["C", "C", "C", "C", "C", "C", "C", "C", "N", "C", "O", "O", "C", "C", "C", "O", "C", "C", "C", "C", "N", "C", "H", "H", "H", "H", "H", "H", "H", "H", "H", "H", "H", "H", "H", "H", "H", "H", "H", "H", "H", "H", "C", "O", "C", "C", "O", "C", "H", "H", "H", "H", "H", "H", "H", "H", "H", "H", "C", "O", "C", "C", "O", "C", "H", "H", "H", "H", "H", "H", "H", "H", "H", "H", "C", "O", "C", "C", "O", "C", "H", "H", "H", "H", "H", "H", "H", "H", "H", "H", "C", "O", "C", "C", "O", "C", "H", "H", "H", "H", "H", "H", "H", "H", "H", "H", "C", "O", "C", "C", "O", "C", "H", "H", "H", "H", "H", "H", "H", "H", "H", "H", "C", "O", "C", "C", "O", "C", "H", "H", "H", "H", "H", "H", "H", "H", "H", "H"],
  "xyz": [[-1.515571, -1.320791, 0.382200], [-0.391972, -0.882244, -0.607349], [0.935650, -0.625770, -0.061610], [2.091045, -0.206668, -0.872309], [1.878513, -0.087130, -2.310174], [0.554251, -0.349039, -2.838941], [-0.606021, -0.720803, -2.054683], [-2.026872, -0.950691, -2.685560], [-2.697296, 0.316818, -3.123028], [-4.126683, 0.268562, -2.977878], [-4.794018, 0.833193, -3.812519], [-4.748193, -0.350925, -1.905894], [-6.157149, -0.071499, -1.867486], [-6.891112, -0.731601, -0.647080], [-6.525462, -0.114329, 0.756575], [-5.246690, 0.526404, 0.820558], [-2.148412, 1.519322, -2.455472], [-2.520608, 1.768426, -1.064288], [-1.869833, 2.978810, -0.518426], [-1.001097, 3.697242, -1.426148], [-0.706884, 3.462663, -2.722485], [-1.286211, 2.358422, -3.253547], [-1.183184, -1.167768, 1.445261], [-2.463210, -0.739604, 0.262433], [-1.768679, -2.402575, 0.191905], [1.086074, -0.724476, 1.039118], [3.084186, -0.006187, -0.417914], [2.703604, 0.221214, -2.996745], [0.414875, -0.241313, -3.943134], [-2.611218, -1.550004, -1.943833], [-1.856228, -1.587937, -3.588495], [-6.364580, 1.033764, -1.865599], [-6.667035, -0.470578, -2.789592], [-6.770424, -1.840996, -0.689614], [-7.988185, -0.524041, -0.808732], [-6.499554, -0.978749, 1.487132], [-7.294488, 0.600614, 1.151011], [-4.538060, -0.135867, 0.779931], [-3.209108, 1.129272, -0.480465], [-2.047182, 3.285753, 0.540363], [-0.493277, 4.592920, -0.980126], [-1.060526, 2.088519, -4.306556], [2.227469, -2.077318, 4.001719], [3.139947, -2.001464, 2.917761], [4.234928, -1.144820, 3.190295], [5.479421, -1.938992, 3.560223], [5.322021, -2.613579, 4.801835], [5.031772, -3.992999, 4.639640], [1.551085, -2.913064, 3.816731], [2.737016, -2.248703, 4.953302], [1.638103, -1.156305, 4.059181], [3.989812, -0.422146, 3.975096], [4.431235, -0.587536, 2.268006], [6.316468, -1.243694, 3.677860], [5.738543, -2.645021, 2.763765], [5.935298, -4.531596, 4.336741], [4.241482, -4.158635, 3.903873], [4.697878, -4.384684, 5.601246], [0.391011, -5.206955, -3.841433], [-0.791817, -4.435339, -3.980133], [-0.976766, -3.952944, -5.305959], [-2.000315, -4.784924, -6.061617], [-1.529208, -6.107873, -6.286918], [-2.088586, -7.046922, -5.382924], [0.344962, -5.727640, -2.884030], [0.488260, -5.951360, -4.635939], [1.266741, -4.550604, -3.840728], [-0.025580, -3.920519, -5.846430], [-1.350340, -2.927435, -5.222869], [-2.166201, -4.331002, -7.043266], [-2.958864, -4.797506, -5.531763], [-3.128569, -7.253757, -5.655285], [-2.042574, -6.694315, -4.349989], [-1.517182, -7.972866, -5.458927], [6.315828, -1.285392, -0.574863], [6.024517, 0.026748, -1.024891], [6.531245, 1.025673, -0.145414], [7.815166, 1.637601, -0.680356], [8.873722, 0.687095, -0.697694], [9.109686, 0.157334, -1.992646], [6.114379, -1.982399, -1.389290], [7.362512, -1.395769, -0.279285], [5.662922, -1.533348, 0.268743], [6.682777, 0.619618, 0.860345], [5.770048, 1.809494, -0.080192], [8.121415, 2.448735, -0.013318], [7.658388, 2.064422, -1.676738], [9.620620, 0.900683, -2.612830], [8.182773, -0.153066, -2.480208], [9.756240, -0.715031, -1.889663], [8.560907, 7.122092, 3.740541], [9.541321, 6.201723, 3.287694], [9.135441, 4.847913, 3.452031], [8.652999, 4.249906, 2.140450], [7.452400, 4.871612, 1.697009], [7.678678, 5.822208, 0.667733], [8.832406, 8.113053, 3.374421], [7.564615, 6.875416, 3.364615], [8.547333, 7.145094, 4.834697], [8.365437, 4.762260, 4.225247], [10.014363, 4.289996, 3.789689], [8.426530, 3.190890, 2.299627], [9.431518, 4.314507, 1.372613], [7.890183, 5.308248, -0.275650], [8.502639, 6.496580, 0.911127], [6.770475, 6.413871, 0.546760], [-7.118474, -4.748406, -0.171344], [-8.254406, -4.062318, -0.674589], [-8.874952, -4.757877, -1.751274], [-10.118302, -5.500329, -1.289523], [-9.789583, -6.558387, -0.397748], [-10.026827, -6.220891, 0.959742], [-6.841058, -4.291586, 0.780149], [-7.324330, -5.807735, 0.000754], [-6.279820, -4.643577, -0.867413], [-8.168865, -5.442012, -2.232102], [-9.169491, -4.005570, -2.489699], [-10.601250, -5.952238, -2.161083], [-10.834338, -4.811211, -0.829266], [-11.101776, -6.234937, 1.165688], [-9.617270, -5.240229, 1.212684], [-9.541818, -6.971070, 1.585517], [-2.220824, 6.417686, 1.819953], [-3.170774, 5.469419, 2.282697], [-2.946141, 5.096807, 3.638088], [-3.906007, 5.810056, 4.576427], [-3.659355, 7.210355, 4.604832], [-4.584383, 7.942845, 3.816697], [-2.581658, 6.828585, 0.876128], [-2.087892, 7.240628, 2.526729], [-1.259551, 5.924429, 1.641855], [-1.907183, 5.284422, 3.927299], [-3.124646, 4.018892, 3.706695], [-3.748161, 5.434749, 5.592134], [-4.945328, 5.603022, 4.300280], [-5.552031, 7.992298, 4.326082], [-4.713201, 7.501852, 2.825699], [-4.200414, 8.956748, 3.697738]],
  "forces_ev_per_angstrom": [[0.31, -0.06, -0.33], [1.23, 0.65, -0.76], [0.32, 0.44, -1.40], [-2.54, -0.66, -1.14], [-1.32, -0.43, 1.60], [-0.02, -0.09, 0.50], [1.54, 0.08, 1.42], [1.81, -0.65, 0.30], [-0.07, -0.74, 1.98], [-1.02, 1.01, -1.17], [0.17, -0.24, 0.53], [1.16, 0.31, -0.56], [-2.09, 0.09, -0.01], [0.11, 0.71, -0.30], [0.12, -1.52, 0.60], [-0.13, 0.07, -0.10], [-0.76, 0.11, 0.59], [2.57, 2.82, -1.55], [-0.47, -1.94, -2.13], [-0.28, 0.53, 1.66], [-1.08, -1.37, 0.71], [-0.77, -0.27, 1.83], [-0.22, -0.34, -1.07], [0.80, -0.39, -0.11], [0.24, 1.00, 0.40], [-0.16, 0.01, -1.01], [-0.90, -0.20, -0.36], [-0.86, -0.35, 0.73], [0.10, -0.10, 1.03], [0.22, 0.65, -0.69], [-0.36, 0.47, 0.67], [0.58, -0.97, 0.03], [0.78, 0.36, 0.75], [0.02, 0.86, 0.21], [1.05, -0.33, -0.01], [-0.29, 0.86, -0.57], [0.84, -0.44, -0.68], [-0.56, 0.10, -0.03], [0.51, 0.57, -0.65], [0.30, -0.09, -1.17], [-0.48, -0.83, -0.59], [-0.31, 0.22, 0.90], [-0.09, -0.09, -0.13], [-0.14, -0.04, 0.32], [0.23, -0.22, -0.39], [-0.01, 0.32, 0.31], [-0.17, -0.12, -0.23], [0.05, 0.01, 0.14], [0.05, 0.05, -0.09], [0.02, 0.05, -0.03], [-0.01, 0.02, 0.12], [0.01, -0.07, 0.04], [0.08, 0.07, 0.04], [0.01, 0.01, -0.05], [-0.09, 0.02, 0.00], [-0.05, -0.08, -0.06], [0.03, 0.02, -0.03], [0.07, 0.09, -0.01], [-0.01, 0.04, 0.15], [0.10, -0.15, -0.22], [-0.37, 0.03, 0.29], [0.34, 0.00, -0.28], [-0.10, 0.03, 0.28], [0.05, -0.07, -0.12], [-0.05, 0.10, -0.01], [-0.01, 0.06, -0.02], [0.07, -0.06, -0.04], [-0.03, -0.08, -0.01], [0.01, 0.01, -0.09], [-0.02, 0.04, 0.01], [0.08, 0.01, 0.06], [-0.04, -0.02, 0.10], [-0.02, 0.03, -0.01], [-0.01, 0.07, -0.09], [-0.12, -0.06, -0.07], [0.23, -0.06, 0.17], [-0.20, 0.25, -0.44], [0.13, -0.13, 0.40], [-0.17, -0.04, -0.21], [0.13, -0.02, 0.08], [-0.08, 0.11, 0.01], [-0.03, 0.06, 0.04], [0.07, -0.14, 0.06], [0.09, -0.02, -0.04], [0.04, 0.03, 0.05], [-0.05, 0.03, -0.01], [-0.07, -0.08, 0.02], [-0.04, -0.03, -0.10], [-0.01, 0.04, 0.00], [0.00, 0.08, 0.08], [0.12, 0.09, -0.02], [-0.33, -0.05, 0.01], [0.42, 0.05, -0.26], [-0.34, -0.06, 0.28], [0.21, 0.12, -0.08], [-0.15, -0.03, -0.01], [0.08, -0.08, 0.02], [0.03, -0.04, 0.03], [-0.11, 0.02, 0.02], [-0.05, 0.01, -0.08], [-0.03, -0.04, 0.00], [0.05, -0.02, 0.03], [0.01, 0.07, 0.07], [0.07, 0.07, -0.05], [0.03, -0.04, 0.00], [0.00, -0.11, 0.04], [0.01, 0.14, 0.07], [0.09, -0.31, 0.00], [-0.29, 0.37, 0.13], [0.23, -0.32, -0.18], [0.02, 0.27, 0.13], [0.00, -0.15, -0.01], [-0.05, 0.05, -0.07], [-0.01, 0.02, -0.05], [0.06, -0.10, 0.01], [-0.04, -0.05, 0.07], [-0.01, -0.03, -0.03], [-0.01, 0.04, -0.02], [0.09, 0.03, 0.01], [0.00, 0.08, 0.08], [-0.03, 0.02, -0.03], [-0.04, -0.02, -0.11], [-0.08, -0.04, -0.15], [0.21, 0.20, 0.17], [-0.43, -0.18, -0.17], [0.38, 0.11, 0.17], [-0.14, -0.08, -0.23], [0.06, 0.09, 0.09], [-0.03, -0.12, 0.03], [0.02, -0.06, 0.03], [0.09, 0.09, 0.03], [-0.04, 0.08, 0.02], [0.01, 0.00, 0.05], [-0.01, -0.04, -0.01], [0.06, 0.00, -0.08], [-0.07, 0.01, -0.09], [-0.01, -0.04, 0.02], [0.03, -0.06, 0.09]],
  "mulliken_charge": [-0.763, 0.959, -1.027, -0.435, -0.919, -0.225, 0.850, 0.252, 0.211, 0.180, -0.618, -0.046, -0.669, -0.027, -0.529, -0.393, 0.270, 0.278, -0.964, -0.242, -0.612, -0.328, 0.350, -0.116, 0.310, 0.234, 0.410, 0.402, 0.419, 0.384, -0.748, 0.301, 0.345, -0.099, 0.422, 0.267, 0.238, 0.170, 0.415, 0.383, 0.301, 0.407, -0.868, -0.329, -0.336, -0.534, -0.413, -0.684, 0.266, 0.415, 0.317, 0.416, 0.160, 0.378, 0.363, 0.325, 0.278, 0.257, -0.859, -0.254, -0.305, -0.705, -0.375, -0.698, 0.262, 0.374, 0.303, 0.349, 0.301, 0.391, 0.333, 0.328, 0.294, 0.241, -0.559, -0.356, -0.179, -0.255, -0.410, -0.702, 0.331, 0.372, 0.006, 0.184, 0.340, -0.004, 0.372, 0.326, 0.287, 0.247, -0.702, -0.372, -0.738, -0.306, -0.364, -0.693, 0.243, 0.300, 0.325, 0.372, 0.390, 0.326, 0.379, 0.262, 0.326, 0.256, -0.905, -0.201, -0.555, -0.553, -0.379, -0.675, 0.204, 0.488, 0.307, 0.379, 0.358, 0.373, 0.325, 0.329, 0.258, 0.245, -0.848, -0.320, -0.466, -0.596, -0.374, -0.686, 0.258, 0.424, 0.311, 0.365, 0.360, 0.382, 0.340, 0.324, 0.289, 0.244]
}